This record from the Open Molecules 2025 dataset describes a 2-piece molecular cluster, C20H22F3 overall in a non-equilibrium geometry. The level of theory is wB97M-V/def2-TZVPD.

Each line ends with the Mulliken charge.
CARTESIAN COORDINATES (ANGSTROEM)
F  -5.9883  2.3708  0.0004  -0.25
F  -6.1845  1.2310  1.8749  -0.25
F  -5.6015  3.3505  1.9277  -0.23
C  1.1353  -1.4849  3.9436  -0.73
C  0.2778  0.7356  -2.5229  -1.85
C  0.2567  -1.8486  -2.4637  -1.72
C  1.0263  -0.5600  -2.5139  1.40
C  -1.9499  1.5405  -0.0631  -0.38
C  2.3561  -0.5768  -2.7168  0.96
C  2.1348  -0.5140  1.5156  -0.38
C  0.7162  -0.5210  1.7269  0.40
C  -3.9981  1.7584  1.1506  0.44
C  -0.1450  0.0300  0.7320  0.41
C  0.2481  -1.1241  2.9362  -0.27
C  -5.4325  2.1800  1.2319  0.86
C  3.0880  -1.8819  -2.8200  -1.55
C  -2.1341  0.6535  2.1743  -0.55
C  -1.3829  0.7054  0.9543  0.66
C  3.1400  0.6929  -2.8644  -1.62
C  3.0062  -1.0021  2.4819  -0.64
C  -3.2225  2.0681  0.0328  -0.99
C  2.5180  -1.4943  3.7024  -0.35
C  -3.4524  1.0653  2.2264  -1.04
H  0.5959  -2.5039  -1.6479  0.34
H  -0.7999  0.5527  -2.4733  0.49
H  -1.3472  1.8128  -0.9260  0.37
H  2.9319  1.2309  -3.8026  0.33
H  2.5160  -0.1006  0.5772  0.38
H  2.9536  1.3965  -2.0397  0.30
H  -0.8169  -1.3334  3.0542  0.73
H  0.5545  1.3807  -1.6753  0.41
H  0.7406  -1.7795  4.9195  0.40
H  0.3794  -2.4193  -3.3978  0.45
H  3.2028  -1.8666  4.4662  0.40
H  2.8644  -2.4272  -3.7532  0.31
H  -1.6736  0.2866  3.0856  0.69
H  4.2102  0.4699  -2.8605  0.41
H  2.8427  -2.5541  -1.9829  0.32
H  -0.8133  -1.6686  -2.3289  0.36
H  0.1980  -0.0550  -0.2950  -0.15
H  0.4691  1.3403  -3.4236  0.35
H  4.1681  -1.7098  -2.7964  0.41
H  4.0811  -0.9974  2.2961  0.42
H  -3.6170  2.7081  -0.7528  0.47
H  -4.0521  0.8626  3.1099  0.46

Energy above the lowest of the compared OMol25 structures with the same formula, charge and spin in kcal/mol: 10.1
Charge: +1
Highest occupied orbital energy in Ha: -0.4163
Kohn-Sham gap in eV: 5.04

This record from the Open Molecules 2025 dataset describes C20H22F3MnN4O5S as an isolated structure. The level of theory is wB97M-V/def2-TZVPD.

Each line ends with the Mulliken charge.
CARTESIAN COORDINATES (ANGSTROEM)
Mn  1.0436  0.9541  -0.4736  0.00
S  2.7063  -0.1568  1.2573  -0.46
F  1.6435  -3.9250  3.6217  -0.33
F  3.3027  -3.0812  2.5339  -0.24
F  2.2125  -1.8740  3.9605  -0.24
O  -0.0259  1.8038  1.0613  -0.49
O  -4.4908  -2.2730  2.6875  -0.67
O  1.8703  2.8269  -0.7964  -0.62
O  -0.5051  3.4797  2.4536  -0.81
O  -3.8430  -1.4048  0.8292  -0.60
N  0.9577  0.6654  -2.4190  0.12
N  -3.8678  -1.4442  2.0453  1.15
N  0.4615  -0.8704  0.1944  0.89
N  0.1920  4.2769  -0.3680  -0.43
C  1.3737  -1.2115  1.1435  0.67
C  -0.0028  -3.1347  1.6633  -0.17
C  1.9595  -1.5957  -2.3611  -1.79
C  -0.6133  2.3146  2.0532  -0.17
C  -2.2500  0.4027  2.0935  0.31
C  -2.6475  0.6978  4.8296  -0.47
C  -0.8994  -2.7593  0.6656  -1.08
C  2.6254  -0.0319  -4.1392  -1.91
C  1.4462  -0.4501  -3.2366  1.60
C  1.1215  -2.3784  1.9143  -0.24
C  -1.5764  1.3977  2.7837  0.40
C  0.8438  1.8896  -3.1833  -0.34
C  0.3229  -1.0067  -4.1313  -1.55
C  -1.7927  1.5538  4.1472  -0.77
C  2.0730  -2.7972  2.9961  0.44
C  -3.3247  -0.3006  4.1498  -0.64
C  -3.1245  -0.4174  2.7834  -0.14
C  0.7714  3.3120  -1.1203  0.87
C  -0.6204  -1.6068  -0.0362  -0.77
C  0.0819  2.9551  -2.4171  -1.01
H  3.4203  0.4102  -3.5344  0.36
H  -4.0021  -0.9766  4.6497  0.48
H  -2.0912  0.2727  1.0339  0.45
H  -0.1870  -4.0233  2.2514  0.48
H  3.0283  -0.9067  -4.6551  0.48
H  -0.4881  -1.3875  -3.5076  0.22
H  -1.2757  -1.2442  -0.8210  0.53
H  -0.9319  2.6083  -2.1919  0.28
H  -2.7919  0.8108  5.8961  0.39
H  0.3099  1.7336  -4.1346  0.31
H  2.4666  -2.3374  -2.9835  0.54
H  -1.2726  2.3536  4.6571  0.45
H  -0.0863  -0.2315  -4.7827  0.33
H  2.3281  0.6911  -4.9001  0.42
H  2.6652  -1.2275  -1.6124  0.27
H  -1.7890  -3.3333  0.4541  0.52
H  1.8213  2.3249  -3.4539  0.28
H  1.1464  -2.1036  -1.8475  0.24
H  -0.0065  3.8731  -3.0092  0.44
H  -0.7800  4.4639  -0.5554  0.24
H  0.4046  4.2403  0.6272  0.32
H  0.6859  -1.8211  -4.7660  0.42

Energy above the lowest of the compared OMol25 structures with the same formula, charge and spin in kcal/mol: 0.0
Charge: -1
Highest occupied orbital energy (spin up / spin down) in Ha: -0.1458 / -0.1449
2S+1: 4
Kohn-Sham gap (spin up / spin down) in eV: 5.77 / 5.74

This record from the Open Molecules 2025 dataset describes C20H22FN3O6S as an isolated structure in a non-equilibrium geometry. The level of theory is wB97M-V/def2-TZVPD.

Each line ends with the Mulliken charge.
CARTESIAN COORDINATES (ANGSTROEM)
S  2.9110  -1.9583  0.2483  1.07
F  -2.2355  -1.4044  -2.1211  -0.27
O  0.9494  2.9047  0.5754  -0.77
O  -5.1374  -1.3409  1.5042  -0.46
O  3.9365  -2.7577  -0.3813  -0.70
O  1.3677  0.5193  -2.0047  -0.51
O  2.7503  -2.7929  1.8285  -0.79
O  5.1687  0.5360  0.9160  -0.44
N  3.2117  -0.4369  0.7018  0.16
N  3.0856  1.8739  -1.0032  -0.09
N  -0.5157  2.1714  -0.9459  0.21
C  -1.0731  -1.6467  -1.5981  0.36
C  -4.3817  -0.5188  0.8367  1.35
C  0.1442  -1.7043  0.5458  -0.57
C  -0.0225  -2.1672  -2.4311  -1.31
C  -2.7028  1.6834  -0.0413  0.45
C  -1.7000  2.5229  -0.5397  -1.59
C  -6.0611  -1.9745  0.7826  -0.70
C  -0.9706  -1.5622  -0.1137  0.02
C  -4.4958  -0.0239  -0.2902  -0.27
C  3.0978  0.2674  1.8015  -0.46
C  -3.4639  0.2233  1.8534  -1.14
C  1.3588  -1.8852  -0.3454  0.26
C  4.4758  0.0957  -0.0560  -0.21
C  4.0961  1.0096  -1.1464  -0.64
C  4.4926  0.9688  2.0730  -0.56
C  -2.7041  1.2797  1.3155  -0.18
C  1.7672  1.2529  -1.2140  0.46
C  0.6839  2.2235  -0.6268  0.31
C  1.2616  -2.2434  -1.6501  -0.04
C  -3.6708  0.9277  -0.6147  -0.52
H  -2.0576  1.8113  1.9917  0.38
H  2.0949  -2.7017  -2.2317  0.36
H  -1.8570  -1.2230  0.1932  0.44
H  5.1962  -0.9297  -0.5394  0.37
H  -0.5061  1.2733  -1.7033  0.18
H  -6.4564  -2.7136  1.3308  0.34
H  3.1331  2.3360  -0.1458  0.27
H  -2.3286  3.3809  -1.1526  0.23
H  -0.1331  -2.3754  -3.3600  0.73
H  -5.4187  -2.4327  -0.2215  0.21
H  4.0756  2.1913  2.0283  0.18
H  3.8212  0.3795  -2.2437  0.30
H  -5.0974  -0.3438  -1.0962  0.49
H  4.8736  1.6917  -1.3067  0.52
H  2.1267  0.9282  1.6792  0.15
H  -1.3534  3.4445  0.2802  0.42
H  4.8746  0.7451  2.8902  0.60
H  0.3379  -1.4827  1.7594  0.27
H  -6.6971  -1.1933  0.2619  0.25
H  -3.5484  0.1469  2.9105  0.55
H  -3.5921  1.4050  -1.8659  -0.03
H  2.8881  -0.3810  2.6822  0.37

Charge: 0
Highest occupied orbital energy in Ha: -0.3220
Kohn-Sham gap in eV: 8.58

This record from the Open Molecules 2025 dataset describes C20H22FN5O9P2S2SeV as an isolated structure in a non-equilibrium geometry. The level of theory is wB97M-V/def2-TZVPD.

Each line ends with the Mulliken charge.
CARTESIAN COORDINATES (ANGSTROEM)
Se  2.2786  2.0384  1.3210  -0.20
V  -0.5544  1.5769  0.6609  -0.32
S  -1.9125  -1.0743  -2.7648  1.18
S  0.1793  1.2850  -3.8114  -0.17
P  -0.8721  -1.4441  1.7305  0.26
P  -2.9290  0.3226  1.2051  0.73
F  -1.3082  7.6265  1.8217  -0.36
O  -0.3810  -2.7770  1.3604  -0.72
O  -2.3471  -1.1844  1.0727  -0.31
O  -0.0404  -0.2149  1.3169  1.03
O  -1.8860  -0.5631  -4.1221  -0.78
O  -4.4862  0.0951  1.0018  -0.64
O  -2.3880  1.1874  0.0739  -0.29
O  -2.5562  0.8449  2.5492  -0.86
O  -3.2003  -1.1965  -2.1257  -0.69
O  -1.1258  -1.3258  3.3044  -0.63
N  0.7258  -6.3941  -2.8577  -0.62
N  -0.9463  -0.2538  -1.7954  0.05
N  2.4650  -0.2847  2.9726  0.35
N  2.7524  -0.7698  0.8923  0.45
N  0.2152  1.6677  -1.2582  0.91
C  -0.4811  -4.6593  -1.6641  -0.82
C  2.7360  -1.9609  1.5865  -0.45
C  0.9964  2.6538  -1.8286  -1.22
C  -1.1259  -3.4382  -1.6449  -0.44
C  2.5480  0.2523  1.7427  -0.46
C  -1.1665  -2.6695  -2.7995  -0.38
C  -1.4594  4.3189  0.3607  -0.05
C  0.0568  -4.3533  -3.9890  -0.69
C  -0.2841  0.8098  -2.1730  0.12
C  -1.6740  5.6826  0.5368  -0.80
C  -0.5782  -3.1206  -3.9716  -0.45
C  -0.1256  4.2424  2.3358  0.13
C  2.6407  -0.6449  -0.5520  -1.06
C  2.5632  -1.6618  2.8879  -0.45
C  2.0691  0.4545  4.1543  -0.81
C  -1.1050  6.2935  1.6321  0.47
C  -0.3376  5.6008  2.5449  -0.79
C  1.1022  2.6094  -3.1614  -0.39
C  0.1155  -5.1283  -2.8335  1.17
C  -0.6743  3.5660  1.2436  0.03
H  0.4940  3.7032  3.0430  0.34
H  -1.9298  3.8372  -0.4924  0.42
H  1.6356  -0.3077  -0.8074  0.47
H  2.7176  1.3169  4.2907  0.34
H  -0.6238  -2.4998  -4.8557  0.51
H  0.0846  6.1246  3.3932  0.43
H  3.3675  0.0735  -0.9244  0.26
H  -2.2757  6.2653  -0.1492  0.42
H  2.1348  -0.2107  5.0117  0.29
H  1.4430  3.3934  -1.1829  0.37
H  -0.4313  -5.2456  -0.7537  0.30
H  0.5107  -4.7201  -4.9029  0.29
H  2.7832  -2.9118  1.0904  0.40
H  1.0486  -6.7005  -1.9526  0.23
H  1.6196  3.2916  -3.8139  0.43
H  -1.5648  -3.0832  -0.7249  0.47
H  1.0425  0.8031  4.0360  0.23
H  2.4524  -2.2978  3.7463  0.41
H  -1.6392  -0.4969  3.4313  0.49
H  -4.6346  -0.2412  0.1040  0.34
H  2.8118  -1.6242  -0.9928  0.34
H  1.4546  -6.4784  -3.5495  0.22

Energy above the lowest of the compared OMol25 structures with the same formula, charge and spin in kcal/mol: 20.6
Charge: -1
Highest occupied orbital energy (spin up / spin down) in Ha: -0.1890 / -0.1918
2S+1: 3
Kohn-Sham gap (spin up / spin down) in eV: 7.55 / 7.63

Number 1: calculated total energy -1074.6017 Eh. Number 2: calculated total energy -3219.4249 Eh. Number 3: calculated total energy -1888.4408 Eh. Number 4: calculated total energy -6651.1572 Eh.